A single C4H6N4O2 molecule, computed with ωB97M-V/def2-TZVPD.

```
16
Properties=species:S:1:pos:R:3:forces:R:3:lowdin_charge:R:1
C 0.2692 0.9451 -0.0429 0.894 0.169 -0.026 -0.40
C 0.8029 -0.2900 -0.1466 0.251 -2.819 1.649 -0.31
C 0.0853 -1.5710 0.0715 -0.399 0.585 -2.169 -0.40
C -1.8163 -0.0287 0.0209 3.818 -1.025 0.527 -0.41
H 2.0438 2.3373 -0.1791 -2.045 -1.518 0.477 0.11
H 0.4049 3.0409 0.5048 2.668 -4.101 -2.266 0.21
H 2.7284 -0.8841 -0.9221 -2.260 1.502 3.758 0.17
H 2.5286 -1.0063 0.9547 -1.636 1.833 -3.563 0.16
H -1.9135 -2.1144 -0.1126 -0.414 -0.290 0.187 0.15
H -3.3985 0.9104 -0.2844 0.526 -1.789 0.605 0.18
N 1.0394 2.0886 0.0383 -2.416 4.892 1.784 0.08
N 2.1576 -0.4143 0.0209 6.356 -2.790 -0.803 -0.03
N -1.3221 -1.3557 0.1655 0.570 2.337 -0.358 0.20
N -1.0772 1.0729 -0.0106 -2.855 -0.916 0.101 0.15
O 0.5767 -2.6980 -0.0372 -0.898 1.508 0.854 0.03
O -3.1094 -0.0325 -0.0411 -2.159 2.422 -0.758 0.12
```
Forces are in eV/Å.

E	-14299.2051	eV
net charge	0
multiplicity	1
energy above the lowest of the compared OMol25 structures with the same formula, charge and spin	322.39	kJ/mol
SMILES string	Nc1nc(O)[nH]c(=O)c1N
lowest unoccupied orbital energy	0.0192	Ha